Entry from OMol25: a structure of composition C17H13CaCl3N2O2Si at a distorted geometry (ωB97M-V/def2-TZVPD).

Summary:
* highest occupied orbital energy: -7.945 eV
* LUMO energy: -1.35 eV
* HOMO-LUMO gap: 6.60 eV
* total charge: 0
* multiplicity: 1

Each line ends with the Mulliken charge.
Atoms and positions in Å:
Ca: 0.05 0.22 -0.42  1.513
C: 2.97 -1.32 -0.31  -0.558
O: 1.72 -1.12 0.33  -0.338
C: 1.43 -1.95 1.39  0.724
C: 2.31 -2.87 1.93  -0.761
C: 1.93 -3.66 3.01  -0.646
C: 0.68 -3.51 3.58  -0.947
C: -0.21 -2.59 3.05  -0.025
C: 0.14 -1.81 1.94  0.354
N: -0.72 -0.90 1.34  -0.593
N: -1.89 -0.87 1.88  0.013
C: -2.86 -0.04 1.51  -0.031
C: -2.75 0.95 0.46  1.050
O: -1.74 1.01 -0.31  -0.977
C: -3.82 1.89 0.32  -0.861
C: -4.91 1.87 1.13  -0.823
C: -5.08 0.87 2.12  0.772
C: -6.21 0.83 2.95  -0.854
C: -6.36 -0.17 3.88  -0.511
C: -5.41 -1.18 3.98  -0.738
C: -4.28 -1.16 3.19  -0.537
C: -4.08 -0.12 2.28  0.849
H: 3.80 -1.15 0.37  0.342
H: 3.02 -0.59 -1.12  -0.104
H: 3.03 -2.33 -0.74  0.391
H: 3.30 -2.99 1.53  0.398
H: 2.63 -4.38 3.41  0.389
H: 0.40 -4.10 4.44  0.391
H: -1.19 -2.45 3.47  0.381
H: -3.71 2.63 -0.46  0.422
H: -5.68 2.62 1.01  0.371
H: -6.98 1.58 2.82  0.384
H: -7.23 -0.18 4.53  0.388
H: -5.56 -1.99 4.68  0.396
H: -3.56 -1.95 3.24  0.377
Cl: 0.25 2.71 -3.63  -0.296
Si: 1.19 1.24 -2.58  0.360
Cl: 3.16 1.93 -2.38  -0.340
Cl: 1.42 -0.32 -3.95  -0.322



Entry from OMol25: an isolated molecule of C17H13Cl2N3 at a distorted geometry (ωB97M-V/def2-TZVPD).

Summary:
* highest occupied orbital energy: -8.587 eV
* LUMO energy: 0.06 eV
* HOMO-LUMO gap: 8.65 eV
* SMILES: Clc1ccc(/C=C(/Cn2ccnn2)c2ccc(Cl)cc2)cc1
* total charge: 0
* multiplicity: 1

Each line ends with the Mulliken charge.
Atoms and positions in Å:
Cl: 0.17 -5.16 -2.71  -0.206
C: -0.19 -3.71 -1.88  0.511
C: 0.10 -3.65 -0.56  -0.570
C: -0.21 -2.44 0.18  -0.230
C: -0.89 -1.42 -0.51  0.008
C: -1.16 -0.13 0.14  -0.782
C: -0.28 0.82 0.78  0.565
C: -0.84 2.04 1.46  -1.114
N: -2.01 2.61 0.70  0.597
C: -2.10 2.83 -0.70  0.010
C: -3.39 2.92 -0.98  -0.587
N: -4.16 3.03 0.20  -0.350
N: -3.34 2.74 1.19  -0.498
C: 1.15 0.61 0.82  0.505
C: 1.90 0.29 -0.29  -0.088
C: 3.29 -0.01 -0.16  -0.665
C: 3.87 0.05 1.14  0.272
Cl: 5.60 -0.33 1.40  -0.211
C: 3.06 0.42 2.22  -0.744
C: 1.68 0.77 2.08  -0.301
C: -1.34 -1.52 -1.84  -0.697
C: -0.93 -2.68 -2.50  -0.376
H: 0.89 -4.27 -0.08  0.300
H: 0.37 -2.19 1.13  0.327
H: -2.19 0.06 0.23  0.667
H: -1.19 1.61 2.44  0.388
H: -0.03 2.78 1.63  0.324
H: -1.21 3.03 -1.35  0.337
H: -3.87 3.08 -1.92  0.427
H: 1.48 0.21 -1.29  0.447
H: 3.93 -0.17 -1.08  0.318
H: 3.53 0.29 3.18  0.378
H: 1.01 0.96 2.94  0.319
H: -1.78 -0.73 -2.41  0.451
H: -0.93 -2.75 -3.62  0.270



Entry from OMol25: a structure of composition C17H13Cl48N3O2S2Si2 at a distorted geometry (ωB97M-V/def2-TZVPD).

Summary:
* highest occupied orbital energy: -9.511 eV
* LUMO energy: -0.12 eV
* HOMO-LUMO gap: 9.39 eV
* total charge: 0
* multiplicity: 1

Each line ends with the Mulliken charge.
Atoms and positions in Å:
N: 3.96 2.61 -4.19  -0.329
C: 4.68 1.34 -3.92  -0.377
Si: 5.46 0.70 -5.53  0.329
O: 5.94 -0.89 -5.23  -0.184
Si: 5.03 -2.10 -5.94  0.320
S: 6.36 -3.77 -6.25  -0.378
C: 3.68 -2.70 -4.77  -0.745
C: 2.61 -1.58 -4.62  -0.342
S: 0.92 -2.22 -4.93  -0.186
C: 0.25 -0.89 -5.87  0.469
N: -0.53 -0.89 -6.88  -0.379
N: -0.68 0.46 -7.20  -0.396
C: -0.01 1.15 -6.40  -0.033
O: 0.63 0.35 -5.47  -0.170
H: 3.42 2.89 -3.38  0.178
H: 3.29 2.38 -4.92  0.135
H: 4.04 0.56 -3.51  0.103
H: 5.50 1.53 -3.22  0.430
H: 6.64 1.54 -5.79  -0.198
H: 4.55 0.84 -6.68  -0.077
H: 4.51 -1.77 -7.27  -0.065
H: 6.57 -4.11 -4.96  0.128
H: 3.28 -3.64 -5.16  0.513
H: 4.16 -2.83 -3.80  0.346
H: 2.77 -0.83 -5.40  0.086
H: 2.66 -1.05 -3.67  0.368
H: 0.13 2.22 -6.35  0.482
C: 5.01 5.82 -5.94  0.283
Cl: 3.47 5.83 -5.08  -0.055
Cl: 5.28 7.41 -6.65  -0.066
Cl: 6.32 5.44 -4.82  -0.105
Cl: 4.97 4.60 -7.22  -0.094
C: -0.93 1.64 -1.73  0.143
Cl: -0.25 0.97 -3.22  0.106
Cl: -0.58 0.56 -0.38  -0.019
Cl: -0.20 3.22 -1.41  -0.068
Cl: -2.68 1.84 -1.93  -0.130
C: 3.38 7.21 -1.19  0.245
Cl: 2.30 8.30 -2.07  -0.111
Cl: 4.58 6.55 -2.30  0.004
Cl: 4.19 8.11 0.10  -0.103
Cl: 2.44 5.89 -0.48  -0.062
C: -4.18 -1.85 0.80  0.143
Cl: -5.69 -1.75 1.70  -0.074
Cl: -3.86 -0.32 -0.02  0.011
Cl: -2.82 -2.20 1.89  0.065
Cl: -4.30 -3.15 -0.39  -0.098
C: 1.01 -3.76 2.30  0.230
Cl: 2.50 -3.51 3.22  -0.039
Cl: 0.71 -2.35 1.28  -0.033
Cl: 1.16 -5.20 1.29  -0.107
Cl: -0.34 -3.97 3.43  -0.069
C: -2.99 -7.30 2.81  0.271
Cl: -1.28 -7.73 2.65  -0.082
Cl: -3.21 -5.59 2.45  0.034
Cl: -3.95 -8.27 1.68  -0.129
Cl: -3.51 -7.62 4.47  -0.101
C: -4.87 0.02 5.52  0.251
Cl: -5.96 1.12 4.68  -0.084
Cl: -3.81 -0.76 4.34  0.012
Cl: -3.88 0.93 6.68  -0.122
Cl: -5.80 -1.22 6.37  -0.071
C: 5.50 -1.55 5.72  0.374
Cl: 4.91 -2.80 4.61  -0.073
Cl: 7.16 -1.11 5.28  -0.097
Cl: 4.46 -0.12 5.60  -0.101
Cl: 5.47 -2.16 7.37  -0.096
C: 7.60 10.37 -4.48  0.263
Cl: 6.51 11.47 -5.35  -0.100
Cl: 8.79 9.71 -5.60  -0.095
Cl: 8.42 11.26 -3.19  -0.106
Cl: 6.65 9.05 -3.77  0.050
C: -7.85 0.75 9.29  0.277
Cl: -9.22 1.44 8.40  -0.060
Cl: -7.75 1.50 10.89  -0.101
Cl: -8.08 -0.99 9.46  -0.105
Cl: -6.36 1.07 8.41  -0.024
C: -7.19 -10.17 4.61  0.305
Cl: -6.71 -11.87 4.49  -0.103
Cl: -7.14 -9.67 6.31  -0.113
Cl: -6.07 -9.18 3.67  0.014
Cl: -8.83 -9.97 3.98  -0.105
C: -12.47 0.95 10.56  0.328
Cl: -13.96 1.07 11.49  -0.106
Cl: -12.13 2.51 9.78  -0.092
Cl: -11.13 0.53 11.63  -0.057
Cl: -12.64 -0.30 9.32  -0.084



Entry from OMol25: an isolated molecule of C17H13F3N2O3 (ωB97M-V/def2-TZVPD).

Summary:
* highest occupied orbital energy: -8.660 eV
* LUMO energy: -0.01 eV
* HOMO-LUMO gap: 8.65 eV
* SMILES: O=C(Cn1cc(C(=O)C(F)(F)F)c2ccccc21)NCc1ccco1
* total charge: 0
* multiplicity: 1

Each line ends with the Mulliken charge.
Atoms and positions in Å:
O: 2.19 3.02 -0.76  -0.654
C: 1.18 2.54 -0.31  0.469
C: -0.15 2.55 -1.09  -0.494
N: -0.87 1.31 -0.92  0.158
C: -2.11 1.17 -0.42  -0.394
C: -2.43 -0.18 -0.32  -0.139
C: -3.65 -0.77 0.16  0.345
O: -3.91 -1.94 0.24  -0.610
C: -4.70 0.28 0.64  0.983
F: -5.06 1.11 -0.35  -0.261
F: -4.22 1.06 1.63  -0.263
F: -5.81 -0.29 1.09  -0.262
C: -1.28 -0.91 -0.80  0.572
C: -0.99 -2.26 -0.94  -0.438
C: 0.25 -2.60 -1.43  -0.833
C: 1.19 -1.63 -1.79  -0.511
C: 0.92 -0.29 -1.66  -0.749
C: -0.33 0.06 -1.17  0.049
N: 1.08 1.97 0.91  -0.121
C: 2.25 1.55 1.66  -0.915
C: 2.48 0.09 1.47  0.613
C: 3.53 -0.63 0.97  -0.649
C: 3.13 -1.99 1.00  -0.517
C: 1.88 -2.00 1.52  -0.401
O: 1.47 -0.75 1.80  -0.331
H: 0.09 2.71 -2.14  0.306
H: -0.77 3.38 -0.74  0.350
H: -2.70 2.03 -0.16  0.425
H: -1.72 -3.00 -0.66  0.567
H: 0.51 -3.64 -1.55  0.397
H: 2.15 -1.95 -2.17  0.470
H: 1.65 0.46 -1.93  0.412
H: 0.22 1.52 1.18  0.267
H: 2.10 1.79 2.72  0.257
H: 3.11 2.11 1.28  0.417
H: 4.46 -0.23 0.62  0.492
H: 3.71 -2.83 0.69  0.474
H: 1.19 -2.80 1.72  0.518



Entry from OMol25: a structure of composition C17H13MoN2O11 (ωB97M-V/def2-TZVPD).

Summary:
* highest occupied orbital energy: -12.708 eV
* LUMO energy: -5.09 eV
* HOMO-LUMO gap: 7.62 eV
* total charge: +1
* multiplicity: 1

Each line ends with the Mulliken charge.
Atoms and positions in Å:
Mo: 0.02 0.18 0.00  1.301
O: -3.23 1.93 0.90  -0.529
C: -2.45 1.07 1.14  0.449
O: -1.88 0.29 0.18  -0.637
C: -2.06 0.65 2.53  0.814
C: -2.96 0.87 3.57  -0.636
C: -2.66 0.42 4.83  -0.422
C: -1.49 -0.26 5.12  -0.493
C: -0.60 -0.48 4.09  -0.199
C: -0.85 -0.01 2.80  0.739
O: 0.08 -0.12 1.83  -0.781
N: 0.61 -1.26 4.36  0.935
O: 1.13 -1.12 5.44  -0.549
O: 0.98 -2.01 3.48  -0.557
N: -3.62 0.66 5.93  1.033
O: -3.33 0.23 7.02  -0.596
O: -4.63 1.27 5.65  -0.588
H: -3.89 1.39 3.37  0.654
H: -1.28 -0.61 6.12  0.629
C: -0.08 -3.21 -2.62  -0.801
O: 0.09 -1.90 -2.00  -0.308
C: -0.14 -1.69 -0.75  1.236
C: -0.62 -2.80 0.13  -1.134
H: -1.08 -3.58 -2.42  0.377
H: 0.68 -3.89 -2.24  0.359
H: 0.06 -3.03 -3.68  0.264
H: -0.16 -3.76 -0.12  0.515
H: -1.70 -2.88 -0.03  0.379
H: -0.45 -2.58 1.18  0.093
O: 0.19 2.43 0.75  -0.353
C: 0.15 3.58 -0.03  1.295
C: -0.27 4.76 0.54  -0.705
C: -0.28 5.92 -0.22  -0.582
C: 0.13 5.90 -1.55  -0.715
C: 0.55 4.70 -2.11  -0.682
C: 0.56 3.52 -1.36  0.129
C: 1.01 2.31 -2.06  0.235
O: 1.62 2.24 -3.08  -0.484
O: 0.60 1.11 -1.44  -0.630
H: 0.06 2.66 1.68  0.234
H: -0.59 4.78 1.57  0.386
H: -0.61 6.85 0.23  0.422
H: 0.13 6.80 -2.14  0.423
H: 0.88 4.66 -3.14  0.478



Entry from OMol25: a structure of composition C17H13N6ORuS4 at a distorted geometry (ωB97M-V/def2-TZVPD).

Summary:
* highest occupied orbital energy (spin up / spin down): -7.749 / -7.666 eV
* LUMO energy (spin up / spin down): -1.42 / -1.96 eV
* HOMO-LUMO gap (spin up / spin down): 6.33 / 5.71 eV
* total charge: 0
* multiplicity: 2

Each line ends with the Löwdin spin population.
Atoms and positions in Å:
Ru: -1.07 -0.53 0.26  0.252
C: 2.67 -4.40 1.45  0.055
C: 1.31 -4.21 1.61  -0.006
C: 0.68 -3.10 1.09  0.051
C: 1.42 -2.14 0.40  -0.001
C: 2.80 -2.32 0.23  0.048
C: 3.41 -3.45 0.75  -0.006
N: 0.77 -0.98 -0.13  0.315
N: 1.62 -0.12 -0.70  0.057
C: -0.21 1.14 -1.84  0.019
C: -0.41 2.05 -2.97  0.003
C: -1.51 2.82 -3.05  -0.002
C: -2.44 2.98 -1.95  0.003
C: -2.37 2.23 -0.84  -0.001
C: -1.40 1.15 -0.84  0.029
H: 3.16 -5.27 1.86  0.003
H: 0.72 -4.94 2.15  -0.002
H: -0.39 -2.98 1.21  0.005
H: 3.37 -1.58 -0.30  0.004
H: 4.47 -3.58 0.62  -0.002
H: 0.36 2.09 -3.74  0.001
H: -1.65 3.45 -3.92  0.000
H: -3.16 3.78 -2.01  0.000
H: -2.97 2.42 0.04  0.000
O: -4.66 -2.73 5.67  -0.001
C: -4.07 -2.31 4.73  0.000
S: -2.74 -1.13 4.85  0.004
C: -2.38 -1.07 3.15  0.004
C: -3.12 -1.86 2.34  -0.004
S: -2.83 -1.82 0.62  0.061
S: -4.35 -2.86 3.06  -0.002
S: -1.16 -0.04 2.47  -0.082
N: 2.86 3.86 -2.40  0.007
C: 2.02 3.05 -1.68  0.020
N: 1.16 3.69 -0.85  0.005
N: 2.15 1.77 -1.81  0.060
C: 1.19 0.90 -1.38  0.102
N: -1.28 0.12 -1.72  -0.002
H: 3.09 4.77 -2.02  0.001
H: 3.60 3.38 -2.87  0.001
H: 0.92 4.64 -1.06  0.001
H: 0.41 3.14 -0.45  0.000



Entry from OMol25: a structure of composition C17H14BrN2O2PtS (ωB97M-V/def2-TZVPD).

Summary:
* highest occupied orbital energy (spin up / spin down): -7.224 / -8.259 eV
* LUMO energy (spin up / spin down): -0.46 / -0.46 eV
* HOMO-LUMO gap (spin up / spin down): 6.76 / 7.80 eV
* total charge: 0
* multiplicity: 2

Each line ends with the Löwdin spin population.
Atoms and positions in Å:
Pt: -0.38 -0.64 0.66  0.538
O: 3.48 -3.22 -1.64  0.000
C: 3.31 -3.27 -0.27  0.000
C: 4.39 -3.49 0.57  0.000
C: 4.20 -3.54 1.94  0.000
C: 2.93 -3.36 2.46  0.000
C: 1.86 -3.13 1.61  -0.001
C: 2.03 -3.07 0.23  0.000
C: 0.83 -2.84 -0.70  0.016
O: -0.34 -2.62 -0.04  0.153
N: 1.11 -1.70 -1.62  0.000
N: 0.97 -0.49 -1.01  0.021
C: 1.65 0.50 -1.45  0.007
C: 1.56 1.89 -1.00  0.003
Br: 0.06 2.39 0.02  0.088
C: 2.50 2.76 -1.39  0.002
C: 2.64 4.19 -1.09  0.002
C: 3.04 5.05 -2.11  0.000
C: 3.19 6.40 -1.88  0.000
C: 2.97 6.91 -0.60  0.000
C: 2.61 6.06 0.43  0.000
C: 2.44 4.71 0.19  0.001
H: 4.38 -3.46 -1.86  0.000
H: 5.38 -3.64 0.15  0.000
H: 5.04 -3.72 2.60  0.000
H: 2.77 -3.40 3.53  0.000
H: 0.85 -3.01 1.99  -0.001
H: 0.74 -3.71 -1.36  0.008
H: 1.99 -1.79 -2.11  0.000
H: 2.37 0.33 -2.25  0.001
H: 3.26 2.35 -2.06  0.000
H: 3.22 4.65 -3.10  0.000
H: 3.49 7.06 -2.68  0.000
H: 3.10 7.97 -0.42  0.000
H: 2.45 6.46 1.43  0.000
H: 2.17 4.05 1.01  0.001
S: -2.23 -0.58 3.46  0.058
C: -1.37 -0.61 2.19  0.105



Entry from OMol25: a structure of composition C17H14ClCoNO3S at a distorted geometry (ωB97M-V/def2-TZVPD).

Summary:
* highest occupied orbital energy (spin up / spin down): -2.350 / -2.347 eV
* LUMO energy (spin up / spin down): 1.70 / 0.25 eV
* HOMO-LUMO gap (spin up / spin down): 4.05 / 2.60 eV
* total charge: -1
* multiplicity: 5

Each line ends with the Löwdin spin population.
Atoms and positions in Å:
C: 2.38 -2.76 1.12  0.153
C: 2.44 -2.78 -0.31  0.125
C: 1.10 -2.74 -0.82  0.100
H: 3.35 -2.90 -0.91  0.004
C: 0.20 -2.69 0.30  0.119
C: 1.00 -2.73 1.51  0.131
H: 0.63 -2.83 2.53  0.004
H: 3.22 -2.82 1.82  0.004
H: 0.79 -2.85 -1.87  0.004
H: -0.89 -2.79 0.26  0.004
Co: 1.28 -0.73 0.46  2.831
Cl: 2.63 0.47 1.60  0.265
C: 1.58 2.11 -4.41  0.000
C: 0.34 1.46 -4.75  0.001
C: 0.65 0.22 -5.41  0.000
H: -0.66 1.86 -4.58  0.000
C: 2.08 0.10 -5.47  0.000
C: 2.66 1.26 -4.85  0.000
H: 3.72 1.48 -4.76  0.000
H: 1.68 3.08 -3.92  0.000
H: -0.07 -0.49 -5.81  0.000
H: 2.64 -0.72 -5.93  0.000
O: 0.24 -0.89 3.38  0.021
C: -0.48 -0.22 2.65  0.012
N: -0.25 -0.19 1.26  0.154
S: -1.05 0.68 0.06  0.017
O: -1.31 2.02 1.19  0.012
O: -0.08 1.24 -0.89  0.030
C: -2.09 1.57 2.22  0.001
C: -3.37 2.10 2.36  0.000
C: -3.87 2.11 3.67  0.000
C: -3.18 1.42 4.67  0.001
C: -2.08 0.61 4.38  0.001
C: -1.64 0.55 3.05  0.004
H: -3.87 2.53 1.48  0.000
H: -4.74 2.73 3.88  0.000
H: -3.51 1.50 5.70  0.000
H: -1.50 0.03 5.13  0.000



Q: Among the records above, which one has the highest total charge?
A: C17H13MoN2O11



Please write out number 4 again, unchanged.
Entry from OMol25: an isolated molecule of C17H13F3N2O3 (ωB97M-V/def2-TZVPD).

Summary:
* highest occupied orbital energy: -8.660 eV
* LUMO energy: -0.01 eV
* HOMO-LUMO gap: 8.65 eV
* SMILES: O=C(Cn1cc(C(=O)C(F)(F)F)c2ccccc21)NCc1ccco1
* total charge: 0
* multiplicity: 1

Each line ends with the Mulliken charge.
Atoms and positions in Å:
O: 2.19 3.02 -0.76  -0.654
C: 1.18 2.54 -0.31  0.469
C: -0.15 2.55 -1.09  -0.494
N: -0.87 1.31 -0.92  0.158
C: -2.11 1.17 -0.42  -0.394
C: -2.43 -0.18 -0.32  -0.139
C: -3.65 -0.77 0.16  0.345
O: -3.91 -1.94 0.24  -0.610
C: -4.70 0.28 0.64  0.983
F: -5.06 1.11 -0.35  -0.261
F: -4.22 1.06 1.63  -0.263
F: -5.81 -0.29 1.09  -0.262
C: -1.28 -0.91 -0.80  0.572
C: -0.99 -2.26 -0.94  -0.438
C: 0.25 -2.60 -1.43  -0.833
C: 1.19 -1.63 -1.79  -0.511
C: 0.92 -0.29 -1.66  -0.749
C: -0.33 0.06 -1.17  0.049
N: 1.08 1.97 0.91  -0.121
C: 2.25 1.55 1.66  -0.915
C: 2.48 0.09 1.47  0.613
C: 3.53 -0.63 0.97  -0.649
C: 3.13 -1.99 1.00  -0.517
C: 1.88 -2.00 1.52  -0.401
O: 1.47 -0.75 1.80  -0.331
H: 0.09 2.71 -2.14  0.306
H: -0.77 3.38 -0.74  0.350
H: -2.70 2.03 -0.16  0.425
H: -1.72 -3.00 -0.66  0.567
H: 0.51 -3.64 -1.55  0.397
H: 2.15 -1.95 -2.17  0.470
H: 1.65 0.46 -1.93  0.412
H: 0.22 1.52 1.18  0.267
H: 2.10 1.79 2.72  0.257
H: 3.11 2.11 1.28  0.417
H: 4.46 -0.23 0.62  0.492
H: 3.71 -2.83 0.69  0.474
H: 1.19 -2.80 1.72  0.518